one) ORCA calculation (the ωB97M-V functional and the def2-TZVPD basis) on one molecule with the formula C6H11P.

Computed properties:
multiplicity: 1
SMILES: CC/C=C\C#[PH]C
E_LUMO (alpha / beta): -0.65 / -0.45 eV

Last column: Mulliken charge in e.
Cartesian coordinates (Å):
P (-1.60797, -0.77356, -0.43793)  -0.043
C (-0.07824, 1.51641, 0.13514)  -0.103
C (-2.60502, -0.78375, 1.08440)  -0.976
C (-1.04171, 0.76758, -0.51880)  -0.138
C (1.22888, 1.22785, 0.44102)  -0.308
C (1.92800, -0.51207, -1.17245)  -0.979
C (1.80827, -0.15216, 0.28374)  -0.544
H (1.89244, 2.03499, 0.63991)  0.386
H (2.66915, -0.34187, 0.78095)  0.464
H (1.08610, -0.88240, 0.68263)  0.152
H (1.25286, 0.20231, -1.71380)  0.330
H (-3.27145, -1.59916, 1.40507)  0.360
H (-2.52521, -0.92682, -1.38811)  0.002
H (-3.30392, 0.04892, 0.97009)  0.327
H (2.97310, -0.33484, -1.51201)  0.319
H (1.71477, -1.57573, -1.41950)  0.235
H (-1.97958, -0.46551, 1.91876)  0.294
H (-0.14050, 2.54981, -0.17912)  0.221


two) ORCA calculation (the ωB97M-V functional and the def2-TZVPD basis) on one molecule with the formula C6H11P.

Computed properties:
multiplicity: 1
SMILES: C=C=P(C)=C(C)C
E_LUMO (alpha / beta): -0.15 / -0.19 eV

Last column: Mulliken charge in e.
Cartesian coordinates (Å):
P (-0.82541, 0.28816, 0.35778)  0.308
C (-0.61754, 2.09421, 0.11850)  -1.099
C (1.94783, 0.43572, -0.20091)  -1.324
C (-3.34499, -0.86413, -0.05137)  -0.572
C (0.88902, -1.87404, 0.16409)  -1.316
C (0.73305, -0.39072, 0.08083)  0.686
C (-2.44038, 0.03262, -0.37581)  -0.227
H (1.85285, 0.97567, -1.14474)  0.294
H (-1.56538, 2.57325, 0.35178)  0.366
H (0.16417, 2.48785, 0.76354)  0.382
H (1.19671, -2.28466, -0.80038)  0.336
H (2.12960, 1.17367, 0.57993)  0.301
H (2.82069, -0.21098, -0.26378)  0.368
H (-0.36896, 2.29248, -0.92361)  0.307
H (1.65278, -2.14745, 0.89472)  0.328
H (-0.05307, -2.34192, 0.44691)  0.352
H (-4.26420, -0.87559, -0.62117)  0.241
H (-3.30191, -1.60138, 0.74040)  0.267


Short version: two), one), most stable first.


one) ORCA calculation (the ωB97M-V functional and the def2-TZVPD basis) on a 2-piece molecular cluster, C3H12NP2 overall.

Computed properties:
net charge: +1
multiplicity: 1
E_LUMO (alpha / beta): -5.24 / -4.82 eV

Last column: Mulliken charge in e.
Cartesian coordinates (Å):
P (2.24409, -1.50086, 0.24286)  0.018
P (1.80513, 1.63596, 0.16275)  -0.017
N (-0.16353, -0.22031, -0.51931)  -0.074
C (-2.58084, 0.10625, -0.09837)  -1.284
C (-1.18034, 0.41034, 0.38566)  -0.358
C (1.24296, -0.05872, -0.16489)  -0.232
H (-0.31668, 0.19306, -1.45179)  0.383
H (-2.76040, -0.96615, -0.15135)  0.382
H (-0.99180, 1.48572, 0.41188)  0.388
H (2.27257, 1.89921, -1.13565)  0.093
H (1.23309, -2.44044, -0.02554)  0.011
H (0.75903, 0.03160, 2.42451)  0.064
H (-0.99113, 0.01280, 1.39101)  0.265
H (-0.38362, -1.22577, -0.59377)  0.412
H (-2.77769, 0.54811, -1.07276)  0.380
H (3.05583, 1.23695, 0.61722)  0.089
H (-3.29807, 0.52571, 0.60166)  0.368
H (2.83139, -1.67347, -1.02412)  0.114


two) ORCA calculation (the ωB97M-V functional and the def2-TZVPD basis) on a 2-piece molecular cluster, C3H12NP2 overall.

Computed properties:
net charge: +1
multiplicity: 1
E_LUMO: -4.48 eV

Last column: Mulliken charge in e.
Cartesian coordinates (Å):
P (-1.42260, -1.96919, -0.32220)  -0.034
P (-2.27498, 1.27584, -0.02519)  -0.035
N (0.27859, 0.27747, -0.35177)  -0.132
C (2.50944, 0.69434, -0.02834)  -1.230
C (1.47163, -0.19828, 0.42780)  -0.414
C (-1.12367, -0.18435, 0.00983)  -0.485
H (0.54368, 0.21811, -1.32097)  0.363
H (-2.30099, -1.86684, -1.36477)  0.071
H (0.35097, 1.34592, -0.00452)  0.444
H (2.83217, 0.46979, -1.04102)  0.374
H (-3.22816, 0.72707, 0.79352)  0.094
H (-0.97586, -0.24482, 1.76145)  0.282
H (-2.34131, -2.19282, 0.67486)  0.087
H (1.26377, -0.15243, 1.46454)  0.432
H (-2.86707, 0.89169, -1.23312)  0.078
H (3.40386, 0.47968, 0.61529)  0.338
H (1.70443, -1.29279, -0.00136)  0.338
H (2.17613, 1.72161, -0.05404)  0.428


Short version: two), one), most stable first.


one) ORCA calculation (the ωB97M-V functional and the def2-TZVPD basis) on one molecule with the formula C3H5BO2.

Computed properties:
multiplicity: 1
SMILES: C#CB(O)CO
E_LUMO: 0.45 eV

Last column: Mulliken charge in e.
Cartesian coordinates (Å):
O (-0.70076, 1.88116, 0.02165)  -0.584
O (1.59861, 0.64215, 0.12976)  -0.486
C (0.97175, -1.69961, -0.06217)  -0.416
C (-0.88637, 0.52013, 0.34009)  -0.424
C (1.39000, -2.83119, -0.12393)  0.030
B (0.57618, -0.25075, 0.18208)  0.245
H (-0.83566, 2.52320, 0.77830)  0.314
H (1.35717, 1.52258, 0.28567)  0.335
H (-1.72311, 0.10422, -0.26918)  0.264
H (1.81119, -3.78970, -0.28250)  0.416
H (-1.44408, 0.43828, 1.31200)  0.305


two) ORCA calculation (the ωB97M-V functional and the def2-TZVPD basis) on one molecule with the formula C3H5BO2.

Computed properties:
multiplicity: 1
SMILES: OB(O)C1=CC1
E_LUMO: 0.23 eV

Last column: Mulliken charge in e.
Cartesian coordinates (Å):
O (-0.64382, -1.90226, -0.81051)  -0.536
O (1.53113, -1.11319, -1.37905)  -0.493
C (0.66036, 1.24030, 0.97999)  -0.476
C (-0.81998, 1.30420, 0.80404)  -0.416
C (0.01065, 0.27309, 0.08758)  0.200
B (0.33109, -0.93533, -0.85045)  0.525
H (-1.53730, 1.13923, 1.73427)  0.172
H (1.52099, 1.82332, 1.06178)  0.338
H (-1.29002, 2.03230, 0.02458)  0.138
H (-0.37867, -2.81983, -1.15320)  0.282
H (1.81746, -1.93173, -1.65180)  0.266


Short version: one), two), most stable first.


one) ORCA calculation (the ωB97M-V functional and the def2-TZVPD basis) on C3H8N3 as an isolated structure.

Computed properties:
net charge: +1
multiplicity: 1
E_LUMO: -3.94 eV

Last column: Mulliken charge in e.
Cartesian coordinates (Å):
N (-0.65614, -1.40133, 0.74624)  -0.051
N (0.36128, 0.37445, 1.37655)  -0.731
N (0.58138, 0.21292, 0.12086)  0.670
C (-0.08599, -0.83500, -0.32476)  -0.279
C (1.13826, 1.18235, -0.73096)  -0.632
C (-0.34221, -0.62928, 1.82598)  -0.006
H (-0.73446, -0.67065, 2.92837)  0.363
H (-1.05968, -2.29739, 0.78580)  0.198
H (-1.50995, 0.15701, -1.05592)  -0.019
H (1.63390, 1.97255, -0.20996)  0.321
H (1.70357, 0.65592, -1.50303)  0.305
H (0.06452, -1.28763, -1.37746)  0.419
H (0.37612, 1.63300, -1.24926)  0.300
H (-1.47061, 0.93306, -1.33246)  0.143


two) ORCA calculation (the ωB97M-V functional and the def2-TZVPD basis) on a 2-piece molecular cluster, C3H8N3 overall.

Computed properties:
net charge: +1
multiplicity: 1
E_LUMO: -4.31 eV

Last column: Mulliken charge in e.
Cartesian coordinates (Å):
N (1.49630, -0.83115, 0.54249)  -0.187
N (-2.21166, 0.24596, 0.35872)  -0.687
N (2.40611, 0.09803, 0.27633)  0.026
C (1.61742, 0.91978, -0.42169)  -0.251
C (0.51035, -0.26386, -0.28789)  0.217
C (-0.70372, -0.50790, -0.76395)  -0.430
H (1.57139, 1.96005, -0.42993)  0.336
H (-3.14130, 0.04574, -0.02135)  0.299
H (-2.33213, 0.24646, 1.36162)  0.269
H (3.33293, -0.07649, 0.62390)  0.261
H (-1.26670, -1.50757, -0.64247)  0.254
H (-1.08938, 0.26953, -1.55328)  0.304
H (-1.92747, 1.18488, 0.16521)  0.328
H (1.73787, -1.78345, 0.79230)  0.261


Short version: one), two), most stable first.


one) ORCA calculation (the ωB97M-V functional and the def2-TZVPD basis) on a 2-piece molecular cluster, C3H8N3 overall.

Computed properties:
net charge: +1
multiplicity: 1
E_LUMO (alpha / beta): -4.80 / -3.66 eV

Last column: Mulliken charge in e.
Cartesian coordinates (Å):
N (3.11542, -1.33744, 0.43459)  -0.028
N (-0.31042, 0.59319, -0.09869)  -0.048
N (2.46577, -0.73745, -0.28935)  0.017
C (-0.58322, -0.10048, -1.37270)  -0.258
C (-0.17223, -0.84973, -0.17603)  -0.314
C (-1.32063, 1.04340, 0.81705)  -1.001
H (-0.76916, 1.25460, 1.72829)  0.308
H (-0.00084, 0.13445, -2.11972)  0.309
H (-2.08861, 0.35526, 0.77942)  0.446
H (-0.77577, -1.47395, 0.51392)  0.267
H (-1.70821, -0.21513, -1.70183)  0.215
H (0.42041, 1.33643, -0.10236)  0.350
H (-1.72537, 1.91054, 0.36484)  0.377
H (3.45285, -1.91371, 1.22256)  0.360


two) ORCA calculation (the ωB97M-V functional and the def2-TZVPD basis) on an isolated ion of composition C3H8N3 and charge +1.

Computed properties:
net charge: +1
multiplicity: 1
SMILES: [H]/N=C/C(N)=[NH+]/C
E_LUMO: -4.60 eV

Last column: Mulliken charge in e.
Cartesian coordinates (Å):
N (0.08868, 1.55482, 0.22456)  -0.319
N (2.79665, 0.06276, -0.14366)  -0.444
N (-0.56177, -0.69223, 0.11394)  -0.242
C (1.81002, -0.59700, 0.18541)  -0.144
C (-2.04991, -0.31765, -0.07239)  -0.972
C (0.41509, 0.20774, 0.12476)  0.571
H (-2.65228, -1.29061, 0.09402)  0.317
H (3.73084, -0.33588, -0.33702)  0.289
H (-2.57320, 0.43006, 0.54267)  0.354
H (-2.29166, -0.09798, -1.10557)  0.403
H (-0.41079, -1.50661, -0.45608)  0.314
H (0.89132, 2.19406, 0.27386)  0.280
H (-0.75892, 2.02164, 0.19406)  0.204
H (1.56593, -1.63311, 0.36144)  0.389


Short version: two), one), most stable first.


one) ORCA calculation (the ωB97M-V functional and the def2-TZVPD basis) on a 2-piece molecular cluster, C3H8N3 overall.

Computed properties:
net charge: +1
multiplicity: 1
E_LUMO: -4.30 eV

Last column: Mulliken charge in e.
Cartesian coordinates (Å):
N (-0.46822, 1.24157, 0.05537)  -0.341
N (0.39195, 0.35428, -0.06743)  0.194
N (-1.64331, 0.74652, 0.05744)  0.116
C (-0.13075, -1.00093, -0.11039)  -0.392
C (2.33069, 0.78860, 0.12293)  -0.377
C (-1.64810, -0.71503, -0.08458)  -0.412
H (0.22568, -1.56521, 0.75616)  0.278
H (2.42890, 0.73108, 1.19407)  0.301
H (2.75549, -0.01198, -0.45730)  0.281
H (2.32917, 1.77293, -0.31248)  0.288
H (-2.14420, -0.99986, -1.01354)  0.258
H (0.20309, -1.50414, -1.01942)  0.289
H (-2.17087, -1.17519, 0.75342)  0.262
H (-2.45951, 1.33735, 0.12574)  0.254


two) ORCA calculation (the ωB97M-V functional and the def2-TZVPD basis) on an isolated ion of composition C3H8N3 and charge +1.

Computed properties:
net charge: +1
multiplicity: 1
SMILES: N[C@H]1CN1C=[NH2+]
E_LUMO: -3.56 eV

Last column: Mulliken charge in e.
Cartesian coordinates (Å):
N (0.91743, 0.58696, 1.93129)  -0.446
N (-0.53198, -1.50317, -1.75178)  -0.309
N (-0.38034, 0.01454, -0.00661)  -0.033
C (-0.91088, -1.01756, -0.56229)  0.167
C (0.45666, 1.09768, -0.36533)  -0.863
C (-0.02511, 0.93058, 1.00482)  0.169
H (-1.67700, -1.45488, 0.10025)  0.353
H (1.54717, 0.07753, 1.45186)  0.189
H (1.56752, 1.03474, -0.54856)  0.225
H (-0.86498, 1.34504, 1.44200)  0.457
H (0.22095, -1.01396, -2.26169)  0.242
H (-0.90964, -2.21873, -2.26035)  0.204
H (0.03089, 1.72798, -1.05449)  0.379
H (0.55932, 0.39324, 2.88089)  0.266


three) ORCA calculation (the ωB97M-V functional and the def2-TZVPD basis) on an isolated ion of composition C3H8N3 and charge +1.

Computed properties:
net charge: +1
multiplicity: 1
SMILES: C[C@@]1([NH3+])CN=N1
E_LUMO: -4.26 eV

Last column: Mulliken charge in e.
Cartesian coordinates (Å):
N (0.72325, 1.26916, 1.62814)  -0.175
N (-1.39263, 0.02009, -0.61500)  -0.176
N (0.12059, 1.65758, 0.60667)  -0.212
C (-0.11215, 0.24532, -0.01304)  0.867
C (0.88520, -0.27980, -0.95932)  -1.879
C (0.45441, -0.16820, 1.42371)  -0.684
H (1.87356, 0.08930, -0.59200)  0.400
H (-2.12229, -0.57409, -0.02801)  0.415
H (1.18734, -0.84306, 1.62911)  0.369
H (-0.41940, -0.37847, 2.11059)  0.296
H (-1.88786, 0.85910, -0.88851)  0.371
H (0.73053, 0.06009, -1.98503)  0.556
H (1.02538, -1.37035, -0.91516)  0.432
H (-1.06594, -0.58668, -1.40215)  0.422


four) ORCA calculation (the ωB97M-V functional and the def2-TZVPD basis) on an isolated ion of composition C3H8N3 and charge +1.

Computed properties:
net charge: +1
multiplicity: 1
SMILES: C=N/N=C(\C)[NH3+]
E_LUMO: -3.74 eV

Last column: Mulliken charge in e.
Cartesian coordinates (Å):
N (-1.65104, -1.25521, -0.11156)  -0.298
N (0.70058, -0.96759, 0.02738)  -0.063
N (1.85260, -0.45775, 0.29908)  -0.434
C (2.46740, 0.35282, -0.37916)  -0.237
C (-0.36048, -0.29883, 0.04800)  0.534
C (-0.71870, 1.06655, 0.45489)  -1.273
H (-1.75910, -1.36844, -1.08822)  0.335
H (-1.41673, -2.09957, 0.36536)  0.363
H (-0.56637, 1.16157, 1.45988)  0.355
H (-1.69086, 1.26453, 0.36253)  0.490
H (3.40895, 0.71519, -0.09241)  0.295
H (-2.51026, -0.73249, 0.27681)  0.380
H (0.00721, 1.80213, -0.18528)  0.307
H (2.23679, 0.81710, -1.43730)  0.247


Short version: two), one), four), three), most stable first.